Here is C30H90BaNO18 as an isolated structure at a distorted geometry from the OMol25 dataset. Energies are from the ωB97M-V functional and the def2-TZVPD basis.

Output
* HOMO energy: -10.94 eV
* frontier orbital gap: 7.6 eV
* charge: +1
* largest force on an atom: 5.5 eV Å⁻¹

```
140
Properties=species:S:1:pos:R:3:forces:R:3:lowdin_charge:R:1
Ba 1.981232 2.375057 -3.252918 -0.42 -1.00 1.19 2.053
N 0.373554 0.373837 -0.214534 -2.85 -0.63 1.45 -0.610
O 0.226396 -0.792964 -0.446953 0.91 -3.93 -1.33 0.016
O 0.917478 1.117290 -0.959126 3.10 3.08 -3.37 -0.089
O -0.205188 0.806026 0.756735 -1.08 1.90 3.07 0.009
C 3.539104 2.649384 1.120410 -1.01 0.07 0.74 -0.065
C 4.143502 2.012338 -0.086767 1.01 -0.71 2.03 -0.313
O 3.831017 2.707787 -1.266309 -0.09 0.10 -0.98 -0.233
H 2.471262 2.430941 1.110069 -0.22 0.47 0.16 0.072
H 3.728491 3.720204 1.195134 -0.10 0.09 -0.29 0.080
H 3.916255 2.249128 2.061498 0.18 -0.33 -0.15 0.085
H 3.850642 0.962657 -0.108945 -0.34 0.07 -0.67 0.113
H 5.207559 1.976042 0.146827 0.46 0.13 -0.84 0.122
H 4.402058 3.478246 -1.310120 0.05 0.15 0.09 0.098
C -3.902729 1.719049 -0.028302 -0.34 0.43 -0.38 -0.078
C -4.913914 1.364261 1.050848 -0.17 -0.39 -0.38 -0.305
O -4.362849 1.576872 2.320828 -0.53 0.62 0.46 -0.092
H -2.904205 1.335441 0.181186 -0.01 -0.21 0.19 0.054
H -3.829858 2.804851 -0.090146 0.16 0.10 -0.07 0.072
H -4.192055 1.347185 -1.011207 -0.14 -0.04 -0.06 0.071
H -5.276328 0.343981 0.925255 0.26 -0.42 0.10 0.106
H -5.835930 1.942114 0.987092 0.19 0.42 -0.11 0.118
H -3.670089 0.925190 2.451185 0.51 -0.15 -0.02 0.009
C -3.723448 -3.380404 0.347964 -1.01 0.21 0.12 -0.052
C -2.275721 -2.946201 0.395637 -0.77 -0.54 1.74 -0.310
O -1.819129 -2.656446 -0.868983 0.75 0.65 -1.69 -0.101
H -4.191555 -3.082619 -0.590281 0.34 -0.33 -0.41 0.079
H -4.402610 -2.876914 1.035957 0.43 -0.03 0.64 0.060
H -3.825699 -4.455321 0.496989 -0.11 0.07 -0.20 0.082
H -1.690709 -3.764122 0.816178 0.15 -0.05 0.18 0.092
H -2.091699 -2.059085 1.001648 -0.35 -0.07 0.45 0.106
H -1.241052 -1.908808 -0.700273 0.47 0.14 -0.76 0.037
C -1.769127 -1.283707 4.696414 0.08 -1.18 1.48 -0.078
C -1.796691 0.066804 4.064715 -0.17 -0.62 -0.22 -0.248
O -2.265764 -0.102610 2.703113 0.39 0.24 0.40 -0.119
H -1.335557 -1.330793 5.695362 0.45 0.78 0.18 0.081
H -1.125790 -1.964631 4.139138 -0.34 -0.07 -0.40 0.063
H -2.727174 -1.740653 4.944285 -0.32 0.04 -0.90 0.080
H -0.764642 0.417322 4.054331 -0.17 0.46 -0.02 0.097
H -2.482833 0.763897 4.545731 0.27 0.09 0.23 0.124
H -1.552739 0.234109 2.155560 0.11 -0.09 -0.71 0.049
C -1.249488 3.459618 3.564599 0.80 0.02 -0.28 -0.053
C -1.535924 3.671662 2.075392 -2.36 -0.39 1.89 -0.319
O -0.432040 3.556288 1.268119 1.40 0.33 -1.01 -0.079
H -0.591541 4.255334 3.913956 -0.16 0.08 0.31 0.076
H -0.701575 2.528670 3.710295 0.12 -0.03 -0.13 0.049
H -2.144649 3.360411 4.178575 -0.11 0.38 -0.18 0.083
H -2.057105 4.620829 1.950704 0.23 0.19 -0.26 0.121
H -2.253754 2.892792 1.818119 -0.26 0.12 -0.23 0.079
H -0.424510 2.625408 1.033604 0.62 -0.66 -0.22 0.034
C -7.186166 -0.820962 3.622813 0.01 -0.06 -0.75 -0.077
C -5.739399 -0.663829 4.061543 -0.54 -0.17 1.09 -0.333
O -4.855440 -1.395531 3.251769 0.11 -0.23 -0.67 -0.079
H -7.469583 -1.871382 3.556450 0.08 -0.13 0.45 0.074
H -7.362521 -0.481402 2.602177 0.21 0.43 -0.06 0.064
H -7.877884 -0.288283 4.275403 0.09 -0.08 0.11 0.075
H -5.673182 -1.096262 5.059900 -0.03 -0.07 0.35 0.103
H -5.439386 0.376105 4.190427 -0.10 0.11 -0.44 0.104
H -4.089538 -0.862699 3.025748 0.04 -0.09 -0.06 0.026
C 2.179232 -0.320718 3.321373 0.27 -0.17 0.44 -0.068
C 2.064936 -0.961785 4.694079 -0.56 -0.13 -0.13 -0.314
O 2.200449 0.008158 5.742220 0.10 -0.31 -0.58 -0.067
H 1.463690 0.491727 3.194664 0.09 0.10 0.01 0.059
H 1.977769 -1.081139 2.566875 -0.03 -0.06 -0.06 0.069
H 3.200576 0.030967 3.175513 -0.04 0.23 -0.11 0.070
H 2.755228 -1.800647 4.782939 0.40 0.18 0.12 0.103
H 1.085480 -1.434683 4.765725 -0.31 0.03 0.05 0.077
H 1.945888 -0.442595 6.550688 0.07 0.11 0.18 0.080
C 2.282155 -3.949265 -0.291019 -0.71 -0.67 0.79 -0.073
C 3.390880 -2.990073 0.015632 0.38 -0.17 -1.45 -0.267
O 3.066248 -1.690754 -0.494961 0.61 0.34 0.09 -0.105
H 1.321201 -3.472663 -0.097309 -0.20 -0.12 0.18 0.067
H 2.390990 -4.789297 0.394979 -0.26 -0.14 0.02 0.075
H 2.218101 -4.379466 -1.290473 0.41 0.38 -0.17 0.074
H 4.240109 -3.339540 -0.571548 0.42 0.29 0.24 0.114
H 3.677063 -2.974534 1.067285 -0.26 0.20 0.07 0.113
H 2.143647 -1.523845 -0.288678 -0.51 0.06 0.06 0.036
C -2.014998 0.057634 -3.136822 0.54 -1.09 0.72 -0.049
C -0.659677 -0.294646 -3.795070 -2.12 -0.76 0.74 -0.306
O -0.153556 0.877892 -4.332008 1.51 1.77 -0.94 -0.223
H -1.853384 0.559350 -2.182748 0.03 0.20 -0.01 0.059
H -2.540382 -0.866223 -2.894865 -0.12 -0.05 0.02 0.077
H -2.685323 0.671551 -3.738371 0.24 -0.02 -0.31 0.077
H -0.849330 -0.981281 -4.620100 0.22 -0.44 0.14 0.119
H 0.069635 -0.697933 -3.092520 -0.18 -0.07 -0.01 0.097
H -0.767659 1.098351 -5.036198 0.13 0.50 -0.16 0.099
C 0.891781 6.651622 -0.602566 0.61 0.28 -0.18 -0.062
C 1.735334 5.368817 -0.584352 -1.85 0.25 0.10 -0.273
O 0.901782 4.313786 -1.081164 0.87 -0.43 -1.24 -0.188
H 1.488471 7.503723 -0.276997 -0.03 0.07 0.16 0.078
H -0.027168 6.615152 -0.017507 0.22 -0.33 0.23 0.084
H 0.583509 6.876309 -1.623642 0.06 -0.07 -0.13 0.058
H 2.032882 5.091844 0.427013 0.41 0.26 -0.10 0.107
H 2.567641 5.471986 -1.280581 0.27 -0.03 0.23 0.103
H 0.421988 3.933532 -0.341698 -0.44 -0.04 0.63 0.033
C -1.897755 3.716486 -2.952408 1.03 0.65 0.40 -0.051
C -1.014658 4.773970 -3.597000 -0.69 0.43 -0.14 -0.276
O 0.162734 4.198130 -4.194255 0.33 -0.36 -0.21 -0.260
H -2.242288 2.990333 -3.688682 -0.17 0.17 0.15 0.072
H -2.703954 4.255438 -2.454736 -0.29 -0.24 -0.23 0.095
H -1.349756 3.216981 -2.153476 0.02 -0.24 -0.02 0.063
H -0.662382 5.580058 -2.953398 -0.30 -0.36 0.56 0.096
H -1.612935 5.271669 -4.360189 0.12 -0.06 -0.38 0.119
H 0.682169 4.941504 -4.509201 -0.01 0.19 -0.26 0.081
C 6.926503 0.924240 -4.134182 0.68 0.08 0.01 -0.062
C 5.959863 1.677498 -3.257845 0.45 0.02 -0.21 -0.293
O 4.692284 1.548007 -3.879582 -1.29 0.25 -0.24 -0.232
H 7.023685 1.382452 -5.118402 -0.03 0.16 -0.10 0.085
H 6.553988 -0.088366 -4.288997 0.09 -0.07 0.16 0.084
H 7.930407 0.885372 -3.711370 -0.04 -0.08 0.03 0.091
H 6.120062 2.754721 -3.212770 0.74 -0.01 0.35 0.116
H 5.958092 1.236253 -2.261150 -0.40 0.14 -0.04 0.119
H 4.902273 1.607949 -4.814418 -0.16 -0.11 -0.30 0.080
C 2.444679 -2.301208 -4.378679 0.00 -0.25 -0.28 -0.063
C 3.410071 -1.190196 -3.961973 -0.72 -0.94 -0.52 -0.280
O 2.772028 -0.360797 -2.979683 0.47 0.43 -0.95 -0.220
H 1.530146 -1.906693 -4.821506 -0.06 0.17 0.20 0.065
H 2.178894 -2.960354 -3.552251 -0.06 0.26 0.23 0.066
H 2.849190 -2.973848 -5.134998 0.39 0.15 -0.11 0.083
H 3.707877 -0.613705 -4.837791 -0.28 0.35 0.09 0.099
H 4.338620 -1.652779 -3.627426 0.04 0.20 0.57 0.120
H 2.997467 -0.742432 -2.128138 -0.11 -0.36 0.83 0.038
C 0.170803 -4.898241 2.669437 -0.47 0.62 0.81 -0.087
C 0.791090 -4.634192 4.049982 1.03 -0.58 -1.44 -0.264
O 2.171495 -4.234769 3.835141 -0.41 0.42 0.34 -0.110
H 0.710558 -5.695847 2.158960 -0.21 0.00 -0.05 0.075
H 0.176323 -3.986269 2.072460 0.39 0.01 -0.05 0.049
H -0.891684 -5.114755 2.780577 -0.02 -0.50 -0.04 0.075
H 0.856108 -5.572901 4.600173 -0.59 0.15 0.41 0.110
H 0.269063 -3.846325 4.592982 0.20 -0.12 0.08 0.092
H 2.655461 -5.042700 3.649094 0.11 0.01 0.00 0.075
C -0.494954 -4.806093 -3.346340 -0.42 -0.14 -0.29 -0.082
C -1.980933 -4.722440 -3.701453 0.80 0.93 -0.46 -0.340
O -2.786077 -4.692951 -2.576125 -0.91 -1.10 0.47 -0.070
H -0.230957 -4.060911 -2.595930 -0.03 0.03 0.05 0.050
H 0.096379 -4.629032 -4.244706 0.20 -0.12 -0.02 0.064
H -0.299623 -5.804598 -2.955269 0.24 0.05 0.06 0.078
H -2.237079 -5.523916 -4.394363 -0.30 -0.28 0.40 0.113
H -2.192395 -3.806317 -4.252900 0.29 0.33 -0.46 0.096
H -2.515849 -3.951247 -2.029818 0.20 0.30 0.15 0.025
```
Positions in Å, forces in eV/Å.


Here is one molecule with the formula C17H21N9O3 at a distorted geometry from the OMol25 dataset. Energies are from the ωB97M-V functional and the def2-TZVPD basis.

Output
* relative energy (zero: lowest compared OMol25 entry of this formula, charge and spin): 0.3 kcal/mol
* HOMO energy: -7.86 eV
* SMILES: COc1ccc(-c2nnn(Cc3nc(N)nc(N4CCOCC4)n3)n2)cc1OC
* frontier orbital gap: 8.6 eV
* charge: 0
* largest force on an atom: 1.1 eV Å⁻¹

```
50
Properties=species:S:1:pos:R:3:forces:R:3:nbo_charge:R:1
C 0.612412 -6.897247 -0.013564 -0.21 -0.43 -0.20 -0.240
O 1.476606 -5.925081 0.529492 0.07 0.36 0.12 -0.495
C 1.041244 -4.678336 0.857463 0.14 0.11 0.08 0.259
C 2.027580 -3.871678 1.425598 -0.22 -0.22 -0.14 -0.242
C 1.775515 -2.577343 1.821789 -0.28 0.14 -0.02 -0.178
C 0.499374 -2.054109 1.652247 0.12 -0.62 -0.19 -0.112
C 0.199319 -0.700245 2.056384 -0.64 0.90 0.15 0.265
N 1.092930 0.143529 2.618003 0.44 -0.49 -0.07 -0.270
N 0.473366 1.247343 2.835020 -0.01 1.04 0.33 -0.031
N -0.759397 1.088025 2.428053 0.27 -0.78 0.37 0.017
C -1.713637 2.147939 2.389038 -0.26 0.55 -0.15 -0.270
C -1.526034 2.945488 1.118291 0.12 0.22 -0.42 0.476
N -2.161068 4.098428 1.021854 -0.32 0.13 0.41 -0.587
C -1.926432 4.760857 -0.122866 0.17 -0.38 0.07 0.602
N -2.562531 5.931190 -0.287573 -0.11 0.20 -0.02 -0.775
N -1.123479 4.348960 -1.097424 0.05 0.19 -0.19 -0.603
C -0.544263 3.161650 -0.892202 -0.52 0.16 0.33 0.620
N 0.241961 2.652928 -1.847054 0.09 -0.03 -0.11 -0.387
C 0.675222 3.434324 -2.981156 0.33 0.29 -0.19 -0.253
C 2.169857 3.745404 -2.824150 -0.32 0.11 -0.14 -0.077
O 2.921516 2.564764 -2.662242 0.13 -0.04 -0.12 -0.523
C 2.502179 1.837761 -1.527345 -0.27 -0.25 0.11 -0.079
C 1.022282 1.454246 -1.636043 0.46 -0.25 0.14 -0.255
N -0.729174 2.420326 0.214840 0.13 -0.20 0.09 -0.590
N -0.987065 -0.105302 1.932224 0.00 -0.61 -0.25 -0.261
C -0.498278 -2.842542 1.083422 0.11 0.05 0.05 -0.271
C -0.252480 -4.145584 0.681862 -0.07 -0.18 -0.08 0.289
O -1.218353 -4.943647 0.115514 0.51 0.04 0.15 -0.524
C -2.513286 -4.420610 -0.042706 -0.21 0.07 -0.03 -0.251
H 1.232943 -7.784090 -0.143874 -0.06 0.05 0.00 0.188
H 0.211335 -6.588525 -0.980993 0.03 -0.05 0.09 0.183
H -0.213522 -7.127912 0.662334 0.07 0.00 -0.07 0.182
H 3.006549 -4.308085 1.545251 0.11 -0.06 0.01 0.227
H 2.546471 -1.965992 2.261401 0.11 0.04 0.05 0.234
H -1.569638 2.802284 3.250713 -0.04 -0.13 -0.08 0.251
H -2.719198 1.722031 2.408654 0.16 0.03 0.07 0.250
H -2.363950 6.488830 -1.097182 -0.01 0.00 0.03 0.405
H -3.118461 6.288045 0.467188 0.01 0.02 -0.03 0.408
H 0.085461 4.348971 -3.018999 0.09 -0.10 -0.11 0.247
H 0.518724 2.845443 -3.891283 0.00 0.08 0.02 0.198
H 2.560150 4.235554 -3.717480 -0.06 0.05 0.07 0.197
H 2.311378 4.404510 -1.953609 -0.01 -0.02 -0.07 0.165
H 3.130566 0.947529 -1.483562 -0.06 0.03 0.07 0.201
H 2.654827 2.436510 -0.616946 0.00 -0.05 -0.04 0.170
H 0.680613 0.964411 -0.725907 0.07 -0.04 -0.13 0.255
H 0.877412 0.790716 -2.495149 0.02 0.00 0.06 0.197
H -1.473379 -2.400177 0.965271 -0.14 -0.04 -0.05 0.234
H -3.095222 -5.223426 -0.494053 -0.01 0.10 0.03 0.199
H -2.519996 -3.550964 -0.707485 -0.01 -0.02 0.04 0.178
H -2.958948 -4.147102 0.918942 0.02 0.01 -0.04 0.179
```
Positions in Å, forces in eV/Å.